Molecular formula: C10H13N2
Method: DFT, ωB97M-V/def2-TZVPD

## Properties
<S²>: 2.04
Charge: +1
Multiplicity: 3
E_HOMO (spin up / spin down), eV: -11.2 / -12.7

Last column: Mulliken spin population.
Cartesian coordinates (Å):
1 C 1.0904 2.7366 1.3017  0.3528
2 C 0.3897 1.7623 1.4388  -0.0978
3 C -2.8205 1.4144 -1.5044  -0.0518
4 C -1.5844 1.4111 -0.8232  0.1052
5 C -3.8442 0.5141 -1.1500  0.1294
6 C -2.6298 -0.2159 0.6405  0.1074
7 C -1.5569 0.5909 0.3516  -0.0475
8 C 2.3281 -0.1771 -0.4966  -0.0073
9 C 1.4704 -1.7186 1.2918  0.0112
10 C -0.3971 0.6053 1.2741  0.5641
11 N -3.6940 -0.2611 -0.0886  -0.0436
12 N 1.2093 -0.8782 0.1915  0.8116
13 H 1.5811 3.6027 1.5399  -0.0041
14 H -2.9386 2.0691 -2.3673  -0.0018
15 H -0.6934 1.9309 -1.0464  0.0114
16 H -4.7237 0.2957 -1.7350  0.0049
17 H -2.6229 -0.7401 1.5704  0.0001
18 H 2.8935 -0.7496 -1.2053  0.0437
19 H 1.9157 0.6886 -1.1309  0.0153
20 H 3.0104 0.3924 0.2799  0.0031
21 H 0.5360 -2.0594 1.9529  0.0213
22 H 1.8417 -2.6821 0.8703  0.0733
23 H 2.1884 -1.2760 1.9978  0.0070
24 H -0.3488 -0.0264 2.0613  0.0288
25 H 0.4148 -1.1364 -0.4420  -0.0366

***

Molecular formula: C4H6ClF
Method: DFT, ωB97M-V/def2-TZVPD

## Properties
SMILES string: C=C(C)[C@@H](F)Cl
Multiplicity: 1
E_HOMO, eV: -9.9

Last column: natural (NBO) charge in e.
Cartesian coordinates (Å):
1 C -1.3197 -0.0439 0.7892  -0.3640
2 C -0.1994 0.0372 0.0800  -0.0557
3 C 0.2271 1.3106 -0.5480  -0.6486
4 C 0.7555 -1.1378 0.0751  0.1801
5 F 0.0165 -2.2122 0.5213  -0.3482
6 Cl 1.2692 -1.4835 -1.5896  -0.0565
7 H -1.9133 0.8254 1.0006  0.2024
8 H -1.5720 -1.0046 1.2100  0.2161
9 H 0.3160 1.1034 -1.6345  0.2311
10 H 1.2092 1.5531 -0.1079  0.2155
11 H -0.4606 2.1516 -0.5020  0.2276
12 H 1.6714 -1.0994 0.7059  0.2002

***

Molecular formula: C2H7N3OS
Method: DFT, ωB97M-V/def2-TZVPD

## Properties
SMILES string: CN/C(=N\O)NS
Multiplicity: 1
E_HOMO, eV: -8.5

Last column: natural (NBO) charge in e.
Cartesian coordinates (Å):
1 C -0.3846 1.8632 0.0778  -0.4129
2 N 0.5466 0.7727 -0.3669  -0.6549
3 C 0.2497 -0.5180 0.1542  0.4938
4 N 1.1269 -1.4532 0.1314  -0.2607
5 O 2.2842 -0.9517 -0.4248  -0.5923
6 N -1.0373 -0.8333 0.6707  -0.7772
7 S -2.4125 -0.8154 -0.3483  0.1834
8 H -0.4353 2.7319 -0.7003  0.2091
9 H -1.4624 1.2751 0.1794  0.2144
10 H -0.0358 2.1369 1.0316  0.1861
11 H 1.6439 0.9401 -0.3313  0.4236
12 H 3.0211 -1.6201 -0.0872  0.4849
13 H -0.9194 -1.6766 1.1997  0.4043
14 H -2.1852 -1.8517 -1.1860  0.0983

***

Molecular formula: C5H9NS
Method: DFT, ωB97M-V/def2-TZVPD

## Properties
Multiplicity: 1
E_HOMO, eV: -8.5

Last column: natural (NBO) charge in e.
Cartesian coordinates (Å):
1 C -1.9466 -0.5137 0.2837  0.1351
2 C 3.0367 -0.8131 0.4546  -0.4117
3 C 1.6940 -1.4946 0.2433  -0.3595
4 C 2.3648 -0.8176 -0.8593  -0.3574
5 C -2.0749 -1.5326 -0.8724  -0.6960
6 N -2.4612 0.6628 0.3274  -0.6178
7 S 0.8861 -0.0495 -0.2694  0.2127
8 H -1.4167 -0.7147 1.2403  0.1734
9 H 3.0547 0.2154 0.9553  0.2151
10 H 3.9033 -1.4602 0.5302  0.2070
11 H 1.4568 -2.6106 0.4218  0.2562
12 H 2.8221 -0.8985 -1.8275  0.2508
13 H -1.7758 -0.9194 -1.6965  0.2327
14 H -1.3787 -2.2800 -0.9089  0.2215
15 H -3.1291 -1.8161 -0.9599  0.2260
16 H -3.1372 0.7873 -0.4946  0.3118

***

Molecular formula: CHNO
Method: DFT, ωB97M-V/def2-TZVPD

## Properties
Multiplicity: 1
E_HOMO, eV: -11.8

Last column: natural (NBO) charge in e.
Cartesian coordinates (Å):
1 C -0.3385 -0.2969 -1.6376  0.2348
2 N -0.1610 -0.1504 -0.4938  -0.2586
3 O -0.0268 -0.1460 0.9078  -0.4769
4 H 0.5262 0.5932 1.2235  0.5007

***

Molecular formula: C9H16ClO9P
Method: DFT, ωB97M-V/def2-TZVPD

## Properties
SMILES string: O=COCC[C@@H]1OC(=O)O[C@@H]1Cl.COP(=O)(OC)OC
Multiplicity: 1
E_HOMO, eV: -9.4

Last column: natural (NBO) charge in e.
Cartesian coordinates (Å):
1 O 6.5092 -1.1709 -0.1721  -0.5839
2 C 6.2850 -1.6450 -1.4009  0.6003
3 O 5.8754 -0.8614 -2.5787  -0.5206
4 C 5.4650 0.5067 -2.2261  -0.0967
5 C 4.0825 0.6147 -1.3493  -0.4776
6 C 3.0415 -0.6379 -1.5352  0.0548
7 O 1.9345 -0.5519 -2.5000  -0.5077
8 C 0.9955 -1.5941 -1.9665  0.9556
9 O -0.0460 -2.1697 -2.5729  -0.5364
10 O 1.3309 -1.9163 -0.5405  -0.5161
11 C 2.1078 -0.6971 -0.1535  0.0826
12 Cl 0.7646 0.6141 -0.2461  -0.0660
13 H 6.3664 -2.8222 -1.5539  0.1865
14 H 6.3062 1.1413 -1.6813  0.2204
15 H 5.2720 1.0774 -3.2569  0.2155
16 H 4.4098 0.6110 -0.2015  0.2419
17 H 3.5309 1.6537 -1.5127  0.2613
18 H 3.5168 -1.6879 -1.8046  0.2269
19 H 2.7342 -0.7323 0.8348  0.2584
20 C -2.1761 1.7560 0.6386  -0.2440
21 O -3.5252 1.8299 0.2142  -0.7388
22 P -4.7719 1.1040 1.1691  2.2232
23 O -4.5524 2.2143 2.2060  -0.9397
24 O -3.7969 -0.1754 1.5261  -0.7672
25 C -3.7300 -1.2141 0.5719  -0.2623
26 O -6.0185 0.3780 2.1240  -0.7328
27 C -6.2759 0.8296 3.4404  -0.2300
28 H -1.6618 2.6665 0.3195  0.1951
29 H -2.0796 1.6560 1.7206  0.1961
30 H -1.6951 0.9063 0.1436  0.1765
31 H -2.6950 -1.5502 0.4868  0.1965
32 H -4.0744 -0.8785 -0.4125  0.1730
33 H -4.3471 -2.0501 0.9069  0.1880
34 H -6.6608 1.8531 3.4261  0.1989
35 H -5.3755 0.7557 4.0591  0.1879
36 H -7.0459 0.1866 3.8774  0.1803

***

Sequential energy relative to the best compared isomer or geometry (same formula, charge and spin) output: 40.8; 7.0; 54.3; 89.4; 87.6; 167.9 kcal/mol